[1]
The following is a quantum chemistry calculation of a molecular structure, C16H24F6NO7PS3Ti, from OMol25.

Results
- Gap between HOMO and LUMO (spin up / spin down): 5.8855 / 5.5580 eV
- HOMO level (spin up / spin down): -4.0 / -4.0 eV
- Charge: -1
- Energy above the lowest of the compared OMol25 structures with the same formula, charge and spin: 28.8 kcal per mole
- <S²>: 0.757
- LUMO (spin up / spin down): 1.93 / 1.60 eV
- Total energy: -114020.584 eV
- 2S+1: 2

```
59
Properties=species:S:1:pos:R:3:lowdin_charge:R:1
Ti -0.481 -0.472 0.160 0.86
C -1.383 -1.719 -1.824 -0.28
C -0.249 -1.148 -2.441 -0.29
C -0.381 0.244 -2.414 -0.26
C -1.618 0.563 -1.805 -0.27
C -2.232 -0.654 -1.423 -0.29
C -3.616 -0.779 -0.842 -0.03
C -2.229 1.929 -1.773 -0.02
C 0.515 1.248 -3.075 -0.02
C 0.734 -1.927 -3.269 -0.07
C -1.716 -3.182 -1.781 -0.03
H -4.376 -0.533 -1.591 0.08
H -3.747 -0.118 0.015 0.07
H -3.800 -1.792 -0.488 0.07
H -2.575 2.203 -2.776 0.09
H -1.515 2.692 -1.470 0.06
H -3.090 1.965 -1.106 0.09
H 0.081 1.567 -4.029 0.09
H 1.503 0.832 -3.282 0.08
H 0.651 2.134 -2.462 0.05
H 0.422 -1.894 -4.317 0.09
H 0.774 -2.972 -2.963 0.07
H 1.746 -1.524 -3.210 0.04
H -1.962 -3.544 -2.784 0.09
H -2.559 -3.378 -1.126 0.07
H -0.880 -3.774 -1.406 0.08
F 2.129 -0.534 4.498 -0.06
C 0.802 -0.127 4.652 -0.46
F 0.636 -0.162 6.032 -0.05
F 0.927 1.294 4.449 -0.14
S -0.928 -0.138 2.819 0.86
O 0.363 -0.409 1.949 -0.60
O -1.799 0.249 1.525 -0.58
N -1.523 -1.620 3.252 -0.38
S -1.562 -2.760 2.232 0.58
O -2.621 -3.706 2.418 -0.27
O -1.376 -2.336 0.828 -0.39
C -0.054 -3.807 2.499 -0.65
F 1.075 -3.166 2.193 0.12
F -0.126 -4.904 1.723 0.11
F 0.019 -4.207 3.770 0.13
S 2.806 -2.044 -0.704 0.82
C 1.469 -1.403 -0.374 -0.57
C 2.815 2.510 2.625 -0.11
O 2.268 2.955 1.367 -0.34
P 2.031 1.858 0.204 0.90
O 2.231 2.881 -1.066 -0.37
C 3.569 3.126 -1.460 -0.15
O 0.368 1.790 0.099 -0.43
C -0.388 2.796 0.828 -0.09
H 3.831 2.895 2.702 0.08
H 2.810 1.422 2.708 0.07
H 2.191 2.904 3.424 0.08
H 4.151 2.200 -1.510 0.07
H 4.062 3.813 -0.767 0.08
H 3.544 3.577 -2.451 0.08
H -0.163 2.736 1.891 0.09
H -1.437 2.563 0.683 0.07
H -0.137 3.785 0.448 0.10
```



[2]
The following is a quantum chemistry calculation of C16H24N2O2 in the gas phase, from OMol25.

Results
- Gap between HOMO and LUMO: 10.1731 eV
- HOMO level: -9.5 eV
- Charge: 0
- Energy above the lowest of the compared OMol25 structures with the same formula, charge and spin: 0.0 kcal per mole
- LUMO: 0.63 eV
- Total energy: -24058.422 eV
- SMILES string: CC(C)CNC(=O)c1cccc(C(=O)NCC(C)C)c1

```
44
Properties=species:S:1:pos:R:3:lowdin_charge:R:1
C -6.188 -0.651 -0.047 -0.08
H -6.546 -0.897 -1.045 0.08
H -7.032 -0.690 0.637 0.08
H -5.473 -1.410 0.264 0.07
C -5.555 0.739 -0.025 -0.41
C -4.994 1.059 1.357 -0.07
H -4.229 0.338 1.636 0.07
H -5.783 1.028 2.105 0.08
H -4.545 2.049 1.366 0.08
H -6.329 1.475 -0.270 0.13
C -4.463 0.876 -1.098 -0.16
N -3.342 -0.004 -0.872 0.07
C -2.114 0.448 -0.536 -0.46
O -1.835 1.630 -0.461 0.07
C -1.099 -0.621 -0.285 -0.12
C 0.221 -0.342 -0.624 0.04
C 1.221 -1.278 -0.401 -0.12
C 0.888 -2.508 0.160 -0.01
C -0.418 -2.780 0.524 -0.06
C -1.412 -1.841 0.307 -0.03
H -2.423 -2.055 0.622 0.11
H -0.665 -3.727 0.981 0.11
H 1.671 -3.236 0.309 0.12
C 2.653 -1.038 -0.763 -0.46
O 3.394 -1.942 -1.098 0.07
N 3.045 0.253 -0.682 0.07
H 2.407 0.943 -0.319 0.14
C 4.406 0.671 -0.917 -0.17
H 4.416 1.446 -1.691 0.13
H 4.940 -0.207 -1.288 0.13
C 5.083 1.200 0.355 -0.42
C 6.478 1.718 0.016 -0.08
H 6.426 2.510 -0.727 0.07
H 6.962 2.113 0.906 0.08
H 7.092 0.913 -0.381 0.08
C 5.156 0.107 1.417 -0.07
H 4.161 -0.250 1.674 0.07
H 5.734 -0.737 1.048 0.09
H 5.629 0.484 2.321 0.08
H 4.484 2.032 0.744 0.13
H 0.428 0.612 -1.086 0.12
H -3.501 -0.993 -0.960 0.13
H -4.060 1.891 -1.087 0.12
H -4.889 0.672 -2.087 0.12
```



[3]
The following is a quantum chemistry calculation of C16H24N2O4S2 in the gas phase, from OMol25.

Results
- Gap between HOMO and LUMO: 9.4133 eV
- HOMO level: -8.9 eV
- Charge: 0
- Energy above the lowest of the compared OMol25 structures with the same formula, charge and spin: 0.0 kcal per mole
- LUMO: 0.50 eV
- Total energy: -49822.581 eV
- SMILES string: COc1ccc(S(=O)(=O)NC[C@@H]2CCCN(C(=O)CSC)C2)cc1

```
48
Properties=species:S:1:pos:R:3:lowdin_charge:R:1
C 5.104 2.465 0.286 -0.08
H 5.756 1.782 0.840 0.10
H 5.711 3.230 -0.196 0.10
O 4.430 1.802 -0.758 -0.08
C 3.603 0.771 -0.454 -0.29
C 3.329 0.324 0.837 -0.01
C 2.455 -0.733 1.026 -0.05
C 1.863 -1.343 -0.061 -0.28
C 2.128 -0.911 -1.348 -0.05
C 2.995 0.142 -1.547 0.00
H 3.228 0.499 -2.537 0.12
H 1.664 -1.423 -2.176 0.12
S 0.708 -2.681 0.217 0.64
O 1.058 -3.342 1.438 -0.28
O 0.589 -3.449 -0.989 -0.29
N -0.750 -1.934 0.470 -0.11
H -0.733 -1.325 1.282 0.08
C -1.405 -1.352 -0.675 -0.20
H -1.067 -0.322 -0.849 0.12
H -1.112 -1.963 -1.532 0.12
C -2.932 -1.399 -0.515 -0.27
C -3.654 -0.738 -1.695 -0.15
H -3.277 -1.144 -2.635 0.12
C -3.489 0.782 -1.687 -0.17
H -2.459 1.054 -1.918 0.08
H -4.128 1.228 -2.450 0.12
C -3.860 1.369 -0.322 -0.16
N -3.096 0.713 0.716 -0.05
C -2.009 1.199 1.341 -0.52
O -1.253 0.492 1.995 0.03
C -1.745 2.687 1.239 -0.37
H -2.650 3.283 1.327 0.08
H -1.038 2.972 2.018 0.09
S -0.984 3.097 -0.372 0.84
C 0.673 2.432 -0.069 -0.39
H 0.594 1.414 0.303 0.02
H 1.184 3.062 0.654 0.04
H 1.202 2.444 -1.016 0.03
C -3.374 -0.708 0.779 -0.10
H -2.859 -1.130 1.640 0.12
H -4.453 -0.834 0.912 0.13
H -3.681 2.442 -0.326 0.09
H -4.923 1.193 -0.119 0.13
H -4.717 -0.980 -1.630 0.12
H -3.220 -2.452 -0.451 0.15
H 2.232 -1.104 2.014 0.12
H 3.789 0.786 1.696 0.11
H 4.403 2.942 0.978 0.09
```



[4]
The following is a quantum chemistry calculation of 2 unconnected molecules or ions with the total composition C16H24N2O6, from OMol25.

Results
- Gap between HOMO and LUMO: 9.2265 eV
- HOMO level: -8.9 eV
- Charge: 0
- Energy above the lowest of the compared OMol25 structures with the same formula, charge and spin: 0.0 kcal per mole
- LUMO: 0.33 eV
- Total energy: -32247.897 eV
- SMILES string: CNC(=O)[C@H](Cc1ccccc1)NC(C)=O.C[C@](O)(CO)C(=O)O

```
48
Properties=species:S:1:pos:R:3:lowdin_charge:R:1
O 1.034 -3.063 3.586 0.03
O -0.235 3.833 -1.371 0.10
O -2.545 -5.144 1.774 0.04
O 1.668 4.596 -0.359 0.14
O 2.124 4.974 -4.878 -0.06
O 2.320 6.130 -2.403 -0.02
C 0.159 -2.209 3.634 -0.54
C 0.789 4.500 -1.387 -0.42
C -1.538 -4.581 2.197 -0.46
C -0.853 0.246 -2.155 -0.09
C -0.589 0.500 -0.799 -0.07
C -0.895 -1.078 -2.622 -0.08
C -0.368 -0.564 0.090 -0.04
C -0.700 -2.145 -1.727 -0.04
C -0.443 -1.895 -0.364 -0.21
N -0.694 -5.179 3.045 0.04
N -0.906 -2.178 2.830 0.11
C 0.262 -1.094 4.647 0.01
C -0.825 -6.542 3.563 -0.05
C 0.020 6.184 -3.113 0.00
C 1.558 4.279 -3.752 -0.16
C 1.177 5.285 -2.654 -0.45
C -0.251 -3.061 0.594 -0.09
C -1.265 -3.129 1.755 -0.17
H 2.326 5.244 -0.672 0.11
H 2.339 4.349 -5.595 0.11
H 2.645 6.461 -3.266 0.12
H -1.018 1.072 -2.832 0.09
H -0.547 1.518 -0.438 0.08
H -1.090 -1.277 -3.666 0.09
H -0.136 -0.349 1.121 0.09
H -0.754 -3.161 -2.091 0.10
H 0.116 -4.638 3.332 0.09
H -1.550 -1.419 2.976 0.15
H -0.595 -1.131 5.316 0.09
H 0.292 -0.136 4.130 0.08
H 1.179 -1.223 5.222 0.09
H -0.768 -6.528 4.652 0.08
H -1.782 -6.975 3.266 0.08
H -0.020 -7.165 3.170 0.08
H -0.863 5.585 -3.356 0.09
H -0.250 6.887 -2.319 0.10
H 0.302 6.757 -4.002 0.09
H 0.670 3.715 -4.061 0.13
H 2.286 3.561 -3.358 0.14
H 0.766 -3.033 0.984 0.12
H -0.339 -3.984 0.019 0.12
H -2.217 -2.794 1.340 0.15
```



[5]
The following is a quantum chemistry calculation of a molecular structure, C16H24N3O3PS, from OMol25.

Results
- Gap between HOMO and LUMO: 8.4603 eV
- HOMO level: -9.3 eV
- Charge: 0
- Energy above the lowest of the compared OMol25 structures with the same formula, charge and spin: 0.0 kcal per mole
- LUMO: -0.80 eV
- Total energy: -47717.776 eV

```
48
Properties=species:S:1:pos:R:3:lowdin_charge:R:1
C -3.028 3.271 -1.377 0.00
C -3.829 2.256 -2.204 -0.48
O -4.727 2.669 -2.915 0.07
N -3.534 0.856 -2.192 -0.12
C -2.835 0.561 -3.455 -0.05
C -2.701 0.470 -1.022 -0.18
C -2.769 -1.067 -0.893 -0.19
C -2.692 -1.587 0.550 -0.18
C -1.366 -1.259 1.315 -0.13
C -0.176 -0.919 0.439 -0.22
C 0.428 0.380 0.643 -0.04
C 1.506 0.832 -0.016 -0.29
P 2.229 2.474 0.316 0.72
O 2.520 2.725 1.749 -0.45
C 2.119 -0.002 -1.002 -0.40
N 3.193 0.235 -1.747 -0.23
S 3.357 -1.123 -2.619 1.00
N 2.136 -2.035 -2.108 -0.22
C 1.497 -1.293 -1.188 -0.35
C 0.366 -1.745 -0.481 0.02
H -3.100 4.255 -1.844 0.09
H -3.473 3.354 -0.378 0.09
H -1.981 2.951 -1.315 0.07
H -2.023 1.302 -3.597 0.10
H -3.522 0.585 -4.304 0.09
H -2.352 -0.421 -3.463 0.08
H -1.659 0.754 -1.261 0.11
H -3.080 0.977 -0.132 0.13
H -3.759 -1.357 -1.277 0.12
H -2.058 -1.584 -1.547 0.09
H -3.512 -1.143 1.130 0.11
H -2.841 -2.673 0.557 0.11
H -1.532 -0.442 2.025 0.11
H -1.076 -2.143 1.901 0.12
H -0.008 1.027 1.406 0.12
H 1.340 3.441 -0.212 0.01
H 3.401 2.555 -0.472 0.02
H -0.049 -2.736 -0.643 0.14
C 4.444 -2.642 3.246 -0.02
C 3.586 -1.538 2.677 -0.49
O 2.859 -1.733 1.728 0.07
C 3.672 -0.186 3.340 -0.01
H 4.284 -3.555 2.676 0.08
H 5.498 -2.366 3.180 0.08
H 4.175 -2.824 4.288 0.08
H 4.693 0.195 3.278 0.09
H 3.370 -0.265 4.386 0.09
H 3.009 0.514 2.835 0.05
```



[6]
The following is a quantum chemistry calculation of a gas-phase ion, C16H24NO4 (charge +1), from OMol25.

Results
- Gap between HOMO and LUMO: 8.8313 eV
- HOMO level: -11.5 eV
- Charge: +1
- Energy above the lowest of the compared OMol25 structures with the same formula, charge and spin: 0.0 kcal per mole
- LUMO: -2.67 eV
- Total energy: -26655.691 eV
- SMILES string: COC(=O)c1ccc(OC[C@H](O)C[NH2+]C2CCCC2)cc1

```
45
Properties=species:S:1:pos:R:3:lowdin_charge:R:1
C -6.965 2.531 -3.608 -0.03
H -7.579 3.081 -2.892 0.09
H -7.455 1.597 -3.883 0.10
H -6.791 3.135 -4.498 0.10
O -5.703 2.219 -3.029 -0.04
C -5.484 2.606 -1.769 -0.45
O -6.280 3.199 -1.087 0.12
C -4.128 2.217 -1.294 -0.12
C -3.227 1.521 -2.095 0.01
C -1.985 1.183 -1.601 0.01
C -1.629 1.537 -0.301 -0.24
C -2.520 2.233 0.504 0.00
C -3.764 2.568 0.001 0.01
H -4.473 3.108 0.609 0.13
H -2.264 2.518 1.512 0.11
O -0.366 1.142 0.093 -0.07
C 0.083 1.482 1.387 -0.14
H 0.100 2.570 1.523 0.15
H -0.546 1.031 2.163 0.15
C 1.507 0.929 1.473 -0.31
O 2.297 1.393 0.403 -0.01
H 1.706 1.601 -0.336 0.12
C 1.490 -0.620 1.402 -0.06
N 2.848 -1.042 1.005 0.08
H 3.464 -1.109 1.822 0.18
H 3.174 -0.229 0.428 0.17
C 2.978 -2.319 0.245 -0.27
C 4.432 -2.494 -0.184 -0.13
H 4.875 -1.573 -0.561 0.12
H 4.469 -3.229 -0.987 0.13
C 5.153 -3.032 1.063 -0.16
H 5.877 -3.794 0.785 0.12
H 5.707 -2.242 1.569 0.11
C 4.054 -3.614 1.975 -0.17
H 4.261 -4.647 2.242 0.12
H 3.985 -3.056 2.911 0.11
C 2.750 -3.506 1.174 -0.13
H 2.610 -4.398 0.565 0.13
H 1.872 -3.397 1.806 0.11
H 2.282 -2.280 -0.594 0.16
H 0.788 -0.921 0.621 0.15
H 1.188 -1.057 2.352 0.15
H 1.987 1.264 2.398 0.16
H -1.275 0.645 -2.209 0.12
H -3.504 1.249 -3.100 0.12
```



[7]
The following is a quantum chemistry calculation of a molecular structure, C16H24NbO12P2, from OMol25.

Results
- Gap between HOMO and LUMO: 4.3449 eV
- HOMO level: -4.4 eV
- Charge: -1
- LUMO: -0.05 eV
- Total energy: -61676.339 eV

```
55
Properties=species:S:1:pos:R:3:lowdin_charge:R:1
C 6.550 0.683 5.005 -0.08
C 5.770 1.609 4.095 -0.31
O 4.665 2.112 4.812 -0.22
C 3.776 2.904 4.021 -0.34
C 2.615 2.078 3.479 -0.36
Nb 1.318 1.187 5.103 0.59
P -0.034 0.095 3.149 0.47
O 0.569 -1.125 2.445 -0.62
P 2.704 -0.903 5.153 0.63
O 2.076 -2.388 5.336 -0.35
O 3.642 -1.275 3.852 -0.34
H 7.132 1.247 5.736 0.07
H 7.226 0.045 4.432 0.07
H 5.854 0.055 5.564 0.06
H 6.401 2.446 3.755 0.12
H 5.430 1.081 3.188 0.11
H 3.422 3.712 4.667 0.10
H 4.359 3.372 3.211 0.11
H 2.982 1.401 2.696 0.03
H 1.897 2.740 2.966 0.04
H 0.368 -0.074 6.053 -0.12
H 1.687 2.205 6.589 -0.16
H -0.226 2.114 4.979 -0.13
H -0.365 1.064 2.157 -0.08
H -1.351 -0.217 3.575 -0.08
H 2.738 -3.085 5.243 0.05
H 4.044 -0.468 3.495 0.00
C -1.236 -1.361 -2.542 0.06
C -1.862 -2.434 -3.035 -0.24
C -2.083 -3.708 -2.233 -0.34
O -2.691 -4.594 -2.838 0.05
C -1.590 -3.775 -0.907 0.05
C -0.941 -2.703 -0.365 -0.24
C -0.740 -1.411 -1.175 -0.30
O -0.175 -0.487 -0.632 0.11
O -0.472 -2.706 0.835 0.10
O -2.368 -2.521 -4.263 0.07
H -1.086 -0.454 -3.112 0.12
H -1.739 -4.686 -0.343 0.13
H -0.013 -1.833 1.159 0.07
H -2.761 -3.424 -4.299 0.11
C -5.604 2.095 -6.708 0.06
C -4.427 2.289 -6.091 -0.23
C -3.424 1.162 -5.859 -0.30
O -2.390 1.491 -5.303 0.10
C -3.752 -0.170 -6.297 0.07
C -4.930 -0.363 -6.907 -0.23
C -5.923 0.765 -7.159 -0.31
O -6.949 0.449 -7.741 0.09
O -5.360 -1.531 -7.356 0.11
O -4.007 3.451 -5.626 0.12
H -6.317 2.889 -6.878 0.13
H -3.044 -0.964 -6.103 0.12
H -6.241 -1.355 -7.748 0.12
H -3.125 3.274 -5.232 0.12
```



[8]
The following is a quantum chemistry calculation of a molecular structure, C16H25BClN9O2Os, from OMol25.

Results
- Gap between HOMO and LUMO (spin up / spin down): 9.0894 / 6.3949 eV
- HOMO level (spin up / spin down): -15.2 / -15.1 eV
- Charge: +2
- Energy above the lowest of the compared OMol25 structures with the same formula, charge and spin: 22.2 kcal per mole
- <S²>: 6.016
- LUMO (spin up / spin down): -6.06 / -8.75 eV
- Total energy: -50155.558 eV
- 2S+1: 5

```
55
Properties=species:S:1:pos:R:3:lowdin_charge:R:1
Os -0.485 -0.086 -0.172 1.86
C 0.157 3.433 -2.638 0.00
C 0.618 2.515 -1.713 -0.10
N -0.409 1.800 -1.229 -0.12
N -1.530 2.240 -1.845 -0.01
C -1.214 3.227 -2.686 -0.01
B -2.902 1.725 -1.368 -0.47
N -3.011 0.211 -1.711 0.01
C -3.961 -0.456 -2.355 0.01
C -3.805 -1.821 -2.125 0.01
C -2.706 -1.920 -1.307 -0.10
N -2.224 -0.681 -1.045 -0.14
N -2.919 1.811 0.168 -0.02
C -3.796 2.429 0.969 -0.02
C -3.427 2.218 2.284 -0.01
C -2.283 1.438 2.205 -0.10
N -1.977 1.194 0.923 -0.10
H 0.729 4.159 -3.187 0.12
H 1.623 2.357 -1.359 0.11
H -1.980 3.733 -3.249 0.15
H -3.792 2.336 -1.864 0.13
H -4.701 0.074 -2.932 0.15
H -4.414 -2.623 -2.503 0.13
H -2.239 -2.793 -0.886 0.12
H -4.620 2.983 0.552 0.14
H -3.914 2.583 3.170 0.12
H -1.672 1.065 3.008 0.11
C 2.471 -1.184 3.709 0.00
N 1.695 -1.008 2.473 -0.10
C 0.292 -1.382 2.538 -0.03
C 2.203 -0.403 1.400 -0.37
N 1.398 0.198 0.476 -0.04
N 3.532 -0.335 1.231 -0.13
C 4.422 -1.454 1.559 -0.01
C 4.138 0.699 0.396 -0.02
H 1.833 -0.902 4.545 0.11
H 3.334 -0.527 3.702 0.10
H 2.791 -2.216 3.843 0.11
H 0.089 -1.817 3.513 0.11
H 0.047 -2.143 1.797 0.08
H -0.347 -0.500 2.442 0.05
H 1.961 0.472 -0.323 0.05
H 3.852 -2.309 1.907 0.09
H 5.155 -1.169 2.313 0.11
H 4.950 -1.744 0.650 0.11
H 4.244 0.375 -0.643 0.11
H 5.132 0.908 0.787 0.11
H 3.567 1.624 0.452 0.10
Cl -0.599 -3.669 -3.448 0.67
C 0.854 -3.129 -2.579 -0.45
C 0.473 -1.908 -1.797 -0.70
O 0.473 -0.771 -2.269 0.00
O 0.099 -2.049 -0.552 -0.19
H 1.620 -2.879 -3.307 0.10
H 1.176 -3.930 -1.920 0.09
```



What are the max |F| values for these records? In order: 1.7; 0.5; 1.0; 2.1; 2.0; 0.8; 1.7; 0.7 eV/A.